Record 1
Molecular formula: CH2N2OS2
Method: DFT, ωB97M-V/def2-TZVPD

```
8
Properties=species:S:1:pos:R:3
C 0.73319 -0.71705 0.13850
N -2.30906 0.75994 0.06098
N 0.92345 0.55507 0.31091
O -2.65657 0.71347 -1.02685
S 1.99271 -1.64900 -0.66591
S -0.64583 -1.60375 0.44310
H 1.89397 0.82892 0.47396
H 0.06814 1.11239 0.26531
```

As for the molecular weight: 122.2 g/mol. As for the maximum force: 3.140 eV/A. The value obtained for the energy is -27764.02934 eV.

Record 2
Molecular formula: C4H16O3S
Method: DFT, ωB97M-V/def2-TZVPD

```
24
Properties=species:S:1:pos:R:3
C -0.22125 1.43892 -0.66239
C -0.92892 0.11196 -0.17412
C -0.44992 -0.10423 1.33376
S -1.13000 0.96338 2.64029
C -1.42630 -0.00211 4.19333
H 0.78517 1.25297 -1.07580
H -0.80642 1.76152 -1.43565
H -0.09827 2.16938 0.09102
H -1.06899 -0.78768 -0.82546
H -1.94687 0.09646 -0.08756
H 0.62718 0.11186 1.32689
H -0.36811 -1.08487 1.71449
H -0.51199 -0.56838 4.31381
H -1.42365 0.69065 5.05700
H -2.55374 -0.32383 4.12433
H 3.79355 -0.34644 -2.89755
H 4.36552 -0.83056 -1.66292
O 4.36631 -0.05036 -2.20786
H -3.54358 -2.01148 -1.28473
H -2.55860 -2.00793 -2.25235
O -2.86893 -1.45223 -1.58692
H 3.65285 -0.61236 -5.06701
H 2.13568 -1.27298 -4.74539
O 2.97244 -1.03713 -4.41537
```

As for the molecular weight: 144.2 g/mol. As for the maximum force: 4.135 eV/A. The value obtained for the energy is -21382.74617 eV.

Copy entry 1 word for word.
Molecular formula: CH2N2OS2
Method: DFT, ωB97M-V/def2-TZVPD

```
8
Properties=species:S:1:pos:R:3
C 0.73319 -0.71705 0.13850
N -2.30906 0.75994 0.06098
N 0.92345 0.55507 0.31091
O -2.65657 0.71347 -1.02685
S 1.99271 -1.64900 -0.66591
S -0.64583 -1.60375 0.44310
H 1.89397 0.82892 0.47396
H 0.06814 1.11239 0.26531
```

As for the molecular weight: 122.2 g/mol. As for the maximum force: 3.140 eV/A. The value obtained for the energy is -27764.02934 eV.